(1)
Density functional theory data (wB97M-V/def2-TZVPD) for one molecule with the formula C5H8N3P.

Each line ends with the Mulliken charge.
Element x y z (Å)
H  1.139662  -1.512218  3.022447  0.28
H  -0.693555  1.064772  -4.125858  0.04
H  -0.083219  2.526544  0.859438  0.31
C  -0.072094  1.551535  -1.045829  0.22
C  -0.063962  1.551314  0.445257  -0.60
H  -0.273488  2.674510  -1.424495  0.21
H  0.196521  -2.853468  2.259282  0.34
C  0.099842  -0.926387  1.169681  0.78
H  -0.088409  0.762097  2.348568  0.33
N  0.208567  0.561942  -1.829394  -0.36
H  -0.724563  -1.416673  3.075240  0.24
N  -0.556941  -1.356167  -1.065998  -0.65
C  0.010371  0.509320  1.334494  -0.32
C  0.184457  -1.745860  2.395625  -1.30
H  0.400008  -0.712867  -3.886420  0.05
P  0.518968  0.684771  -3.544150  -0.12
N  -0.202163  -1.363165  0.012111  0.55

Cartesian forces (eV/Å) of the 3 atoms listed first:
H -1.59 -0.28 -1.16
H -0.57 -0.01 0.03
H -0.33 0.75 0.36

The calculation puts the HOMO energy at -7.67 eV. Its electronic energy is -700.7950 a.u. As for the total charge: 0. Its relative energy (zero: lowest compared OMol25 entry of this formula, charge and spin) is 1.953 eV.

=====

(2)
Density functional theory data (wB97M-V/def2-TZVPD) for one molecule with the formula C5H8N2.

Each line ends with the Mulliken charge.
Element x y z (Å)
H  2.181833  0.068680  -1.139952  0.33
C  0.439949  0.181693  0.166823  0.52
N  0.198496  -1.256213  0.215366  -0.55
H  0.187216  0.675733  1.119568  0.37
C  1.879280  0.531527  -0.195446  -1.49
H  2.561092  0.182266  0.587489  0.36
C  -0.582005  0.632938  -0.907251  -0.59
H  -1.133608  -2.626840  0.916252  0.27
H  -0.554198  -0.107747  -1.714841  0.33
H  -1.179425  -0.959367  1.748522  0.29
C  -0.720683  -1.623578  1.006086  -0.37
H  -0.362741  1.615467  -1.331184  0.36
N  -2.977855  0.476391  0.152444  -0.44
H  2.001693  1.618366  -0.279114  0.36
C  -1.939045  0.590684  -0.344761  0.24

Cartesian forces (eV/Å) of the 3 atoms listed first:
H -0.10 0.03 0.11
C 0.02 0.13 0.02
N -0.32 -0.08 0.29

As for the SMILES: C=N[C@@H](C)CC#N. The calculation puts the HOMO energy at -10.13 eV. Its electronic energy is -304.7938 a.u. As for the total charge: 0. Its relative energy (zero: lowest compared OMol25 entry of this formula, charge and spin) is 1.136 eV.

=====

(3)
Density functional theory data (wB97M-V/def2-TZVPD) for a 4-piece molecular cluster, C8H16Cl8 overall.

Each line ends with the Mulliken charge.
Element x y z (Å)
Cl  -2.265123  2.371816  0.477034  -0.20
H  -0.634316  0.846879  1.165416  0.26
H  -2.882782  -0.202532  0.144408  0.31
H  -0.504548  -4.830290  -1.424974  0.17
C  2.234904  1.136861  -1.519339  -0.48
C  -1.654653  1.016958  1.410156  -0.35
H  3.309353  4.485724  1.348272  0.43
Cl  3.674745  2.313793  1.955822  -0.18
H  3.057997  1.667650  -1.945799  0.38
Cl  1.890179  4.480947  3.713676  -0.20
C  1.444645  3.836782  2.057737  -0.22
Cl  1.307664  -1.429413  -1.234093  -0.19
H  -3.505688  -0.154692  1.811813  0.32
H  -1.586171  -5.602661  -0.167889  0.38
Cl  -1.647633  -6.527942  -2.322348  -0.21
H  0.945772  4.694915  1.547832  0.27
H  -1.788762  1.244372  2.446065  0.32
H  1.226271  0.223345  -3.057060  0.32
C  1.962878  -0.079721  -2.337963  -0.44
C  2.717137  3.626774  1.337729  -0.26
C  -2.580738  -0.192877  1.201813  -0.46
C  -2.469917  -3.987276  -1.267849  0.07
H  -2.474645  -3.437901  -2.239414  0.31
Cl  -4.115524  -4.387238  -0.703367  -0.19
H  2.895986  -0.439415  -2.747071  0.33
H  2.460988  0.882029  -0.524388  0.30
Cl  0.865754  2.209761  -1.507138  -0.17
C  -1.554152  -5.156755  -1.161060  -0.49
Cl  -1.737754  -1.657076  1.657248  -0.20
H  2.536803  3.325655  0.274226  -0.02
H  0.825948  3.021402  2.196242  0.16
H  -1.954621  -3.299864  -0.585731  -0.06

Cartesian forces (eV/Å) of the 3 atoms listed first:
Cl -0.15 0.60 -0.30
H 0.70 -0.33 -0.32
H 0.18 -0.45 0.32

As for the SMILES: ClCCCl.ClCCCl.ClCCCl.ClCCCl. The calculation puts the HOMO energy at -10.60 eV. Its electronic energy is -3995.9381 a.u. As for the total charge: 0. Its relative energy (zero: lowest compared OMol25 entry of this formula, charge and spin) is 1.049 eV.

=====

(4)
Density functional theory data (wB97M-V/def2-TZVPD) for one molecule with the formula C4H4F4N2O2S.

Each line ends with the Mulliken charge.
Element x y z (Å)
F  -3.257611  -1.666222  -0.495369  -0.26
C  -2.404545  -0.926389  0.183449  0.69
C  1.175511  -0.599655  0.037183  -0.16
C  -0.079779  0.278285  0.202180  -0.90
S  1.987597  0.133832  -1.502936  1.11
F  -2.062316  -1.621273  1.262840  -0.24
H  1.780028  -0.807539  0.801409  0.65
C  -1.171184  -0.517624  -0.579320  0.09
F  2.554676  1.528695  -0.837174  -0.26
H  0.329098  1.233480  -0.138312  0.38
O  0.961014  0.497426  -2.339047  -0.48
N  0.712380  -1.795066  -0.606713  -0.39
H  -1.298724  -0.203140  -1.592121  0.53
F  -3.137494  0.210718  0.541738  -0.27
O  3.086709  -0.638614  -1.937930  -0.54
N  -0.437454  -1.750413  -0.963202  -0.25
H  -0.430932  0.445976  1.331502  0.31

Cartesian forces (eV/Å) of the 3 atoms listed first:
F -0.01 -0.37 -0.63
C -1.14 1.59 0.00
C -3.03 1.81 -3.96

As for the SMILES: O=S(=O)(F)[C@H]1C[C@H](C(F)(F)F)N=N1. The calculation puts the HOMO energy at -10.39 eV. Its electronic energy is -1212.3927 a.u. As for the total charge: 0. Its relative energy (zero: lowest compared OMol25 entry of this formula, charge and spin) is 0.000 eV.

=====

(5)
Density functional theory data (wB97M-V/def2-TZVPD) for one molecule with the formula C6H9N3O4.

Each line ends with the Mulliken charge.
Element x y z (Å)
C  0.000020  -1.080927  0.875261  -1.79
C  2.487170  0.708322  -1.669179  -0.05
H  0.536576  -1.027915  1.820995  0.38
C  0.424013  0.050629  -0.066750  1.77
H  0.312863  -1.037927  -1.952629  0.34
N  2.837094  1.104911  -2.671628  -0.44
C  -0.151094  -0.183026  -1.467730  -1.77
N  2.660420  -1.237239  -0.150836  1.09
O  3.072073  1.992345  0.564958  -0.57
C  -0.096520  1.391138  0.468009  -1.84
H  -1.217689  -0.378003  -1.382626  0.51
N  2.572194  0.959533  0.919602  0.97
H  0.125750  1.516396  1.526126  0.42
O  2.462936  0.548539  2.042639  -0.52
H  -0.015357  0.696671  -2.093914  0.46
O  2.164818  -2.089830  -0.834620  -0.55
H  0.171090  -2.053295  0.418404  0.43
H  -1.062883  -0.992381  1.084117  0.47
O  3.680632  -1.316241  0.475150  -0.58
C  1.968339  0.095527  -0.128891  0.41
H  0.319707  2.232598  -0.084753  0.40
H  -1.177311  1.416551  0.353023  0.48

Cartesian forces (eV/Å) of the 3 atoms listed first:
C 0.03 -0.11 0.06
C -1.62 -1.66 5.32
H -0.03 -0.03 0.07

As for the SMILES: CC(C)(C)C(C#N)([N+](=O)[O-])[N+](=O)[O-]. The calculation puts the HOMO energy at -12.01 eV. Its electronic energy is -699.0085 a.u. As for the total charge: 0. Its relative energy (zero: lowest compared OMol25 entry of this formula, charge and spin) is 5.063 eV.

=====

(6)
Density functional theory data (wB97M-V/def2-TZVPD) for an isolated ion of composition C6H8NS2 and charge +1.

Each line ends with the Mulliken charge.
Element x y z (Å)
S  -0.825723  2.340971  1.227481  0.06
C  -0.492860  -0.813246  -1.231461  -0.37
C  0.430114  -0.069408  1.090375  0.81
H  1.198420  -1.460651  2.670941  0.32
H  0.172164  -1.484999  -1.824526  0.34
C  1.537270  -0.996419  1.705094  -1.06
C  -1.099929  1.771770  -0.292024  0.31
C  0.060633  1.052277  1.864416  -0.75
S  -2.056880  1.480849  -1.600607  0.00
H  -0.113373  0.686321  -2.947947  0.38
N  0.035120  -0.242319  -0.112699  -0.19
H  2.158636  -1.590236  0.949330  0.32
H  -1.434547  -1.326603  -0.945511  0.36
C  -0.906698  0.124150  -2.331941  -0.70
H  2.169891  -0.202163  2.048674  0.33
H  -1.454630  -0.578016  -2.938277  0.42
H  0.622392  1.307720  2.668683  0.42

Cartesian forces (eV/Å) of the 3 atoms listed first:
S -0.08 -0.71 -1.74
C -0.77 -1.22 -0.47
C 0.59 -1.36 0.43

The calculation puts the HOMO energy (spin up / spin down) at -12.27 / -12.27 eV. Its electronic energy is -1084.1159 a.u. As for the total charge: +1. Its relative energy (zero: lowest compared OMol25 entry of this formula, charge and spin) is 4.285 eV.

=====

(7)
Density functional theory data (wB97M-V/def2-TZVPD) for one molecule with the formula C5H6O2.

Each line ends with the Mulliken charge.
Element x y z (Å)
H  1.531813  -1.471189  0.782432  0.38
H  1.355375  1.987156  -0.487003  0.36
H  -2.332146  -2.894667  0.740500  0.43
H  -1.383782  1.396230  -0.647423  0.38
C  -0.390859  1.262868  -0.210742  -0.65
O  2.145652  0.444035  0.639884  -0.51
C  0.039321  -0.214847  -0.326000  0.37
O  0.495462  2.084536  -0.924524  -0.55
H  -0.445789  1.543293  0.851807  0.31
C  -1.680734  -2.100443  0.446364  0.23
H  0.263239  -0.383993  -1.390668  0.25
C  1.346875  -0.439353  0.426926  0.00
C  -0.944428  -1.213627  0.098449  -0.99

Cartesian forces (eV/Å) of the 3 atoms listed first:
H 0.01 0.08 -0.06
H -0.10 0.10 -0.11
H 0.09 0.19 -0.04

As for the SMILES: C#C[C@H](C=O)CO. The calculation puts the HOMO energy at -10.12 eV. Its electronic energy is -344.5146 a.u. As for the total charge: 0. Its relative energy (zero: lowest compared OMol25 entry of this formula, charge and spin) is 2.376 eV.